Record 1
DFT (ωB97M-V/def2-TZVPD) results for one molecule with the formula C7H6O at a distorted geometry.

Its LUMO energy (spin up / spin down) is -0.05 / -0.29 eV. Its HOMO energy (spin up / spin down) is -8.4 / -7.9 eV. The calculation puts the total energy at -345.29058 Eh. The energy above the lowest of the compared OMol25 structures with the same formula, charge and spin comes out at 6.385 eV. The HOMO-LUMO gap (spin up / spin down) comes out at 8.3 / 7.6 eV. The strongest force on any atom is 0.0666 hartree/bohr.

```
14
Properties=species:S:1:pos:R:3:forces:R:3:nbo_charge:R:1
C 1.57106 0.20716 -0.12547 0.0 3.0 -1.3 -0.14
C 1.09398 -1.01290 0.13642 -0.8 -2.7 1.2 0.07
C 2.84805 0.57817 -0.21878 0.8 -1.1 -0.3 -0.36
C -1.88327 0.49680 0.20610 -2.3 -0.3 -2.5 -0.07
C -0.11568 -1.49301 -0.03081 -1.1 1.8 -0.7 -0.28
C -1.00465 -0.42962 -0.66618 2.5 0.4 0.1 -0.37
C -0.05491 0.86423 -0.67256 1.5 -1.9 0.3 0.37
O -0.87707 1.53853 0.13740 -0.2 0.4 1.1 -0.48
H 3.57759 -0.26987 -0.00717 -0.9 1.5 -0.1 0.21
H 3.27049 1.49004 -0.63200 -0.5 0.0 0.3 0.22
H -2.79152 0.80128 -0.50469 1.5 -0.3 2.1 0.19
H -2.20275 0.14730 1.22210 0.5 0.6 -0.9 0.21
H -0.48623 -2.46216 0.08460 -0.2 -1.5 0.4 0.21
H -1.23552 -0.72842 -1.68807 -1.0 0.1 0.2 0.23
```
Forces are in eV/Å.

Record 2
DFT (ωB97M-V/def2-TZVPD) results for one molecule with the formula C7H6O at a distorted geometry.

Its LUMO energy is -0.31 eV. Its HOMO energy is -9.2 eV. As for the SMILES: C#CC(=C)C(=C)C=O. The calculation puts the total energy at -345.33000 Eh. The energy above the lowest of the compared OMol25 structures with the same formula, charge and spin comes out at 5.312 eV. The HOMO-LUMO gap comes out at 8.9 eV. The strongest force on any atom is 0.1468 hartree/bohr.

```
14
Properties=species:S:1:pos:R:3:forces:R:3:nbo_charge:R:1
C 1.85445 -0.25803 1.08104 -4.3 -1.8 -3.1 -0.32
C 0.95406 0.15368 0.02458 4.0 1.5 6.2 -0.09
C 0.54715 1.55340 -0.30212 0.3 1.4 -0.6 0.39
C -0.00374 -0.80922 -0.28195 -1.4 5.1 3.0 -0.17
C 0.44254 -1.63133 -1.06469 3.7 -5.2 -4.1 -0.33
C -1.20767 -0.55075 0.32599 0.6 -1.7 -1.3 -0.03
C -2.33265 -0.43321 0.62082 -3.9 1.0 2.5 -0.15
H 2.28490 0.51343 1.61520 1.7 1.1 1.1 0.19
H 1.73307 -1.40735 1.54074 0.6 3.5 -1.5 0.23
H 1.45414 2.33301 -0.44520 -2.0 -1.2 0.4 0.13
H -0.18557 -2.40751 -1.19680 -1.4 -3.2 -1.6 0.20
H 1.52194 -1.58346 -1.26396 -0.8 -0.5 -0.6 0.21
H -3.18333 -0.10273 1.19605 0.1 -0.4 -0.6 0.24
O -0.64376 1.81342 -0.48351 2.9 0.3 0.1 -0.50
```
Forces are in eV/Å.

Record 3
DFT (ωB97M-V/def2-TZVPD) results for a 2-piece molecular cluster, C7H6O overall at a distorted geometry.

Its LUMO energy is 0.16 eV. Its HOMO energy is -9.2 eV. As for the SMILES: C#CC(=C)C#C.C=O. The calculation puts the total energy at -345.34724 Eh. The energy above the lowest of the compared OMol25 structures with the same formula, charge and spin comes out at 4.843 eV. The HOMO-LUMO gap comes out at 9.3 eV. The strongest force on any atom is 0.1265 hartree/bohr.

```
14
Properties=species:S:1:pos:R:3:forces:R:3:nbo_charge:R:1
C 1.12703 -2.10358 1.11217 0.9 -0.6 1.7 -0.21
C 0.54974 -1.36267 0.38163 -0.6 0.4 -1.4 -0.02
C -2.73466 0.01283 -0.67267 6.2 -1.8 1.0 -0.20
C -1.59276 -0.40416 -0.47052 -1.1 1.4 -1.2 0.00
C 0.49657 0.08613 -1.55856 2.7 0.8 -2.7 -0.24
C -0.13743 -0.57173 -0.61041 -1.5 -0.4 0.9 -0.25
C 0.11130 1.99014 0.94549 -3.2 0.4 0.9 0.29
O 0.82841 2.16726 0.02785 1.1 0.6 -0.9 -0.51
H -3.71701 -0.00906 -0.62853 -4.2 0.4 -0.1 0.21
H 1.63264 -0.04881 -1.72016 -2.0 0.2 0.7 0.22
H 0.08434 0.80693 -2.33428 0.0 -1.2 1.4 0.23
H -1.04016 2.32253 0.90270 2.0 -0.5 0.2 0.10
H 0.41569 1.45051 1.85723 0.1 0.0 0.1 0.12
H 1.65091 -2.61685 1.91284 -0.4 0.2 -0.8 0.24
```
Forces are in eV/Å.

Record 4
DFT (ωB97M-V/def2-TZVPD) results for one molecule with the formula C7H6O3 at a distorted geometry.

Its LUMO energy is 0.81 eV. Its HOMO energy is -10.3 eV. As for the SMILES: C#CC(O)(C#C)OC(C)=O. The calculation puts the total energy at -495.87884 Eh. The energy above the lowest of the compared OMol25 structures with the same formula, charge and spin comes out at 4.983 eV. The HOMO-LUMO gap comes out at 11.1 eV. The strongest force on any atom is 0.0918 hartree/bohr.

```
16
Properties=species:S:1:pos:R:3:forces:R:3:nbo_charge:R:1
C 3.56979 0.48288 0.58379 4.0 1.7 1.9 -0.15
C 1.31106 -1.52479 -2.45213 -0.1 -1.0 0.0 -0.17
C 2.53362 0.56981 0.04112 -2.8 0.2 -1.6 -0.05
C 1.33348 -0.77661 -1.53010 -0.1 0.9 0.8 -0.05
C -1.03183 0.22799 -0.05004 -0.1 0.8 -1.0 0.82
C -1.93122 0.60333 1.06850 -1.8 -2.1 -2.1 -0.73
C 1.26273 0.40155 -0.64239 -1.9 0.6 -1.9 0.39
O -1.33535 -0.03888 -1.18829 -0.2 0.0 0.7 -0.59
O 0.81367 1.50098 -1.56377 1.6 -1.1 1.9 -0.68
O 0.25002 0.28638 0.38619 0.8 0.0 -0.4 -0.51
H 4.49687 0.88817 1.04264 -1.1 -1.2 -0.5 0.25
H 1.17196 -2.36680 -3.06907 0.2 -0.2 -0.6 0.24
H -1.38082 0.44456 1.92115 0.6 -1.6 2.5 0.24
H -2.10508 1.60403 1.22669 -0.3 2.8 -0.8 0.25
H -2.93467 0.13463 0.85914 1.2 0.1 0.9 0.24
H 0.20506 1.03051 -2.15435 0.0 0.1 0.1 0.50
```
Forces are in eV/Å.

Record 5
DFT (ωB97M-V/def2-TZVPD) results for one molecule with the formula C7H6O4.

Its LUMO energy is 0.11 eV. Its HOMO energy is -8.9 eV. As for the SMILES: O=Cc1cc(O)c(O)c(O)c1. The calculation puts the total energy at -571.30054 Eh. The energy above the lowest of the compared OMol25 structures with the same formula, charge and spin comes out at 0.584 eV. The HOMO-LUMO gap comes out at 9.0 eV. The strongest force on any atom is 0.0095 hartree/bohr.

```
17
Properties=species:S:1:pos:R:3:forces:R:3:nbo_charge:R:1
C 0.81079 -1.10336 -0.04079 -0.2 0.2 0.0 0.28
C -0.56447 -1.31793 -0.03364 0.1 0.1 0.0 -0.26
C -1.41745 -0.21573 -0.02066 0.1 0.1 0.0 -0.13
C -2.88529 -0.44778 -0.01138 -0.3 0.2 0.0 0.42
C -0.93670 1.09355 -0.03486 0.1 0.0 0.0 -0.26
C 0.43582 1.30170 -0.04223 -0.2 -0.3 0.0 0.28
C 1.29762 0.20144 -0.01469 -0.2 -0.1 0.0 0.16
H 2.55621 -1.78573 -0.20174 -0.1 -0.1 0.0 0.49
H -0.94758 -2.33564 -0.03951 0.0 0.2 0.0 0.23
H -3.18726 -1.51665 -0.01191 0.0 0.1 0.0 0.11
H -1.62704 1.92976 -0.04728 0.1 -0.1 0.0 0.25
H 1.90083 2.46926 -0.22385 -0.1 0.1 0.0 0.49
H 2.98661 0.47774 0.88050 0.0 0.0 -0.2 0.49
O 1.66999 -2.15074 -0.05762 0.1 0.1 0.0 -0.66
O -3.71464 0.43237 -0.00135 0.3 -0.4 0.0 -0.51
O 0.94776 2.55555 -0.06433 0.2 0.0 0.0 -0.65
O 2.67480 0.41218 -0.03467 0.0 0.0 0.2 -0.73
```
Forces are in eV/Å.

Record 6
DFT (ωB97M-V/def2-TZVPD) results for C7H6O7V as an isolated structure at a distorted geometry.

Its LUMO energy is 2.20 eV. Its HOMO energy is -3.9 eV. The calculation puts the total energy at -1741.03302 Eh. The total charge is -1. The HOMO-LUMO gap comes out at 6.1 eV. The strongest force on any atom is 0.2924 hartree/bohr.

```
21
Properties=species:S:1:pos:R:3:forces:R:3:lowdin_charge:R:1
O -8.31633 23.13390 -19.73799 -0.5 1.8 -2.7 -0.38
V -8.28021 22.38647 -18.40358 -1.2 1.2 6.5 0.99
O -7.82199 20.91118 -18.68953 0.3 -1.3 0.1 -0.40
C -9.51121 23.36303 -16.15264 2.0 -2.7 8.8 -1.07
O -8.29645 23.41480 -16.35986 8.7 3.9 -2.6 -0.09
O -9.95716 22.61644 -16.94340 -7.1 -6.0 -11.8 -0.04
O -9.91354 23.20304 -14.97878 -1.6 3.4 1.6 -0.04
C -2.25475 22.38316 -17.67613 -0.3 -0.2 -0.5 -0.03
C -3.46341 23.04860 -17.89521 -0.1 -1.0 0.8 -0.02
C -4.60362 22.29968 -18.15497 -0.4 3.1 -1.0 -0.24
C -4.54968 20.93594 -18.28565 -1.1 -0.4 0.1 -0.02
C -3.38574 20.25278 -18.05204 2.1 0.8 0.2 0.01
C -2.18990 20.99474 -17.75410 -1.8 0.8 -0.1 -0.33
O -1.03813 20.36142 -17.52912 0.9 -2.6 -0.1 0.04
O -5.74944 23.10369 -18.49091 0.0 -2.3 0.6 -0.02
H -1.30586 22.88924 -17.57665 0.0 0.4 0.3 0.11
H -3.63550 24.09576 -17.69460 0.5 0.3 -0.3 0.12
H -5.44290 20.36896 -18.50265 -0.2 0.1 -0.2 0.10
H -3.38553 19.18144 -18.18852 0.3 -0.1 0.2 0.11
H -0.20883 20.78162 -17.28975 -0.7 0.9 -0.1 0.11
H -5.50969 24.02667 -18.60144 0.1 -0.1 0.1 0.10
```
Forces are in eV/Å.

Record 7
DFT (ωB97M-V/def2-TZVPD) results for C7H6OS2 as an isolated structure at a distorted geometry.

Its LUMO energy is 0.33 eV. Its HOMO energy is -8.0 eV. The calculation puts the total energy at -1141.75918 Eh. The energy above the lowest of the compared OMol25 structures with the same formula, charge and spin comes out at 5.045 eV. The HOMO-LUMO gap comes out at 8.4 eV. The strongest force on any atom is 0.1164 hartree/bohr.

```
16
Properties=species:S:1:pos:R:3:forces:R:3:nbo_charge:R:1
C 2.48399 -0.68313 0.38990 -0.4 -1.3 2.7 -0.07
C 0.99783 -0.66619 -0.16470 2.3 -0.7 1.4 -0.25
C 0.30236 0.48938 -0.09609 2.3 1.9 -0.9 -0.22
C -1.05985 0.32737 -0.08508 -1.5 -0.3 0.4 -0.12
C -2.16417 1.28702 -0.08943 4.7 -0.6 0.1 -0.24
C -3.26288 0.51339 0.01747 -1.1 2.0 -0.8 -0.44
C -1.41019 -1.02054 0.00464 3.1 0.2 -1.0 -0.46
H 3.63472 0.21134 -1.34009 -2.4 0.8 5.4 0.47
H 3.01105 -2.02927 0.57230 -1.2 4.3 -1.3 0.18
H 2.39499 -0.40787 1.67610 0.4 -0.6 -4.0 0.20
H 0.77351 1.51397 -0.12203 -0.3 -1.4 0.3 0.24
H -1.61679 2.33687 -0.16826 -2.8 -1.7 0.2 0.26
H -4.22259 0.93459 -0.13431 -1.1 -0.2 0.3 0.24
O 3.17502 0.46472 -0.20905 2.1 -3.1 -3.9 -0.73
S -3.02050 -1.16378 -0.00685 -3.3 -1.1 0.2 0.54
S -0.01649 -2.10789 -0.24451 -0.8 1.7 0.9 0.41
```
Forces are in eV/Å.

strongest force on any atom of number 2 (C7H6O)?
0.1468 hartree/bohr

Among the records above, which one has the lowest strongest force on any atom?
C7H6O4

What is the formula in the second record?
C7H6O